A | A 3-piece molecular cluster, C2H12NO3 overall. Source: OMol25; level of theory: ωB97M-V/def2-TZVPD.

Net charge: +1
E_LUMO (hartree): -0.1110

Geometry as XYZ:
```
18
C2H12NO3 (ωB97M-V/def2-TZVPD)
O 2.920 1.266 -0.714
O -0.012 -0.594 -2.531
O -1.361 -1.814 0.660
N 0.270 0.506 0.130
C -1.818 -0.562 1.077
C -0.559 0.314 1.339
H -1.270 -2.510 1.319
H -0.161 0.835 -0.748
H -0.686 -1.279 -2.457
H 0.591 -0.407 -0.217
H -0.147 -0.210 2.206
H 0.099 -0.417 -3.472
H -2.371 -0.598 2.015
H -0.872 1.307 1.729
H 3.144 2.082 -1.173
H 3.605 1.174 -0.042
H -2.504 -0.091 0.363
H 1.134 0.998 0.516
```



B | A 4-piece molecular cluster, C2H12NO3 overall. Source: OMol25; level of theory: ωB97M-V/def2-TZVPD.

Net charge: +1
E_LUMO (hartree): -0.1548

Geometry as XYZ:
```
18
C2H12NO3 (ωB97M-V/def2-TZVPD)
O -1.314 -0.825 -2.646
O 2.810 1.444 1.511
O -2.552 0.382 -0.373
N 0.022 -0.525 0.469
C 0.392 0.081 1.738
C 0.893 -0.942 -0.356
H -2.231 -0.976 -2.409
H 1.299 -0.440 2.053
H -1.136 -1.119 -3.543
H -0.916 -0.361 0.083
H -3.162 1.106 -0.208
H 2.899 2.207 2.093
H 1.930 -1.023 -0.017
H -2.316 0.568 -1.303
H 0.471 1.162 1.632
H 3.684 1.377 1.095
H -0.235 -0.237 2.573
H 0.673 -1.252 -1.368
```



C | A 4-piece molecular cluster, C2H12NO3 overall. Source: OMol25; level of theory: ωB97M-V/def2-TZVPD.

Net charge: +1
E_LUMO (hartree): -0.1657

Geometry as XYZ:
```
18
C2H12NO3 (ωB97M-V/def2-TZVPD)
O -2.620 -0.162 2.605
O -1.577 1.883 -1.282
O 1.517 -2.487 -1.464
N 0.883 0.003 -0.409
C 1.050 -0.044 1.028
C 1.035 1.035 -1.142
H 2.055 0.231 1.350
H 1.120 -2.940 -2.219
H 1.547 1.095 -2.090
H 1.160 -0.845 -0.906
H 0.886 -1.038 1.426
H -3.545 0.104 2.588
H 2.168 -3.131 -1.158
H 0.392 0.617 1.590
H -2.399 -0.241 3.538
H -2.143 2.566 -0.901
H 0.681 1.988 -0.757
H -2.209 1.366 -1.798
```



Which of them is the most stable? Correct choice: A.



A | A 4-piece molecular cluster, C2H12NO3 overall. Source: OMol25; level of theory: ωB97M-V/def2-TZVPD.

Net charge: +1
E_LUMO (hartree): -0.1147

Geometry as XYZ:
```
18
C2H12NO3 (ωB97M-V/def2-TZVPD)
O 0.078 -2.102 -1.162
O 2.150 -3.297 1.452
O 1.931 2.759 1.364
N -0.863 0.251 -0.232
C -2.215 1.810 -1.516
C -1.686 1.463 -0.367
H -1.724 1.984 0.580
H -2.068 1.274 -2.445
H 2.487 2.768 2.152
H -0.478 -2.613 -1.759
H 0.134 0.419 -0.041
H 2.379 3.384 0.780
H -2.853 2.683 -1.529
H -1.158 -0.340 0.542
H -0.785 -0.386 -1.034
H 2.406 -4.225 1.473
H 1.729 -3.126 2.308
H 0.535 -2.706 -0.565
```



B | A 4-piece molecular cluster, C2H12NO3 overall. Source: OMol25; level of theory: ωB97M-V/def2-TZVPD.

Net charge: +1
E_LUMO (hartree): -0.1351

Geometry as XYZ:
```
18
C2H12NO3 (ωB97M-V/def2-TZVPD)
O 0.009 -2.410 -2.102
O -1.604 0.844 1.275
O 0.216 0.035 3.393
N 0.165 0.190 -1.239
C 1.476 0.735 -1.019
C -0.910 0.855 -1.048
H -2.424 1.307 1.499
H -0.726 1.888 -0.732
H 0.258 -0.007 4.346
H 1.671 1.711 -1.450
H 1.778 0.758 0.036
H 0.015 -0.802 -1.529
H 2.146 0.015 -1.497
H 0.711 -3.080 -2.162
H 1.144 -0.108 3.154
H -0.789 -2.929 -1.995
H -1.242 0.589 2.145
H -1.895 0.407 -1.074
```



Which of them is the most stable? Correct choice: B.